[1]
Molecular formula: C41H45BBr2EuN6OS3
Method: DFT, ωB97M-V/def2-TZVPD

* charge: -1
* F_max: 0.39 eV Å⁻¹
* M: 1056.64 g/mol
* calculated total energy: -9071.20697 hartree
* LUMO level (spin up / spin down): 1.26 / 1.84 eV
* 2S+1: 7
* energy relative to the best compared isomer or geometry (same formula, charge and spin): 0.0 kJ/mol

Last column: Mulliken spin population.
Positions of all 100 atoms, in Å:
Eu -0.5674 -0.7636 0.0595  6.145
C 4.1356 -1.1406 -0.2491  0.000
N 4.0235 -0.4591 1.0122  0.000
C 4.0499 0.9127 1.1911  0.001
C 3.7905 1.1271 2.4955  0.000
N 3.5896 -0.0893 3.1137  -0.001
B 3.1204 -0.1991 4.5927  0.002
N 1.8164 -1.0738 4.7046  -0.001
C 1.6549 -2.0452 5.6592  0.000
C 0.4339 -2.6018 5.5010  0.000
N -0.1517 -1.9662 4.4273  -0.001
C -1.4742 -2.2473 3.9119  -0.001
C 0.7047 -1.0342 3.9560  -0.001
S 0.4362 0.0619 2.6549  -0.008
C 3.7121 -1.0692 2.1925  0.000
S 3.5066 -2.7400 2.3827  0.000
H 4.7699 -0.5564 -0.9141  0.000
H 3.1547 -1.2688 -0.7215  0.001
H 4.5671 -2.1253 -0.0806  0.000
H 4.2547 1.5918 0.3827  0.000
H 3.7050 2.0459 3.0449  0.000
H 2.8715 0.9273 4.9654  0.000
H 3.9500 -0.7381 5.2888  0.000
H 2.4408 -2.2680 6.3560  0.000
H -0.0604 -3.4009 6.0218  0.000
H -1.8534 -3.1325 4.4177  0.000
H -1.4438 -2.4589 2.8448  0.001
H -2.1439 -1.4065 4.0971  0.000
Br -4.7664 0.1818 -2.8931  0.000
C -3.2528 -0.7827 -3.4846  0.001
C -3.2338 -1.2608 -4.8014  -0.001
C -2.1724 -1.9853 -5.2596  0.001
Br -2.2016 -2.6221 -7.0496  0.000
C -1.0683 -2.2621 -4.4174  0.000
C 0.0537 -3.0340 -4.7963  0.001
C 1.0624 -3.2504 -3.9064  0.000
C 0.9714 -2.6769 -2.6253  -0.001
N -0.0512 -1.9562 -2.2371  0.001
C -1.0910 -1.7526 -3.1014  0.001
C -2.2151 -1.0050 -2.5927  -0.012
O -2.2183 -0.5818 -1.3755  -0.030
H -4.0736 -1.0535 -5.4497  0.000
H 0.0936 -3.4516 -5.7931  0.000
H 1.9263 -3.8465 -4.1643  0.000
H 1.7711 -2.8253 -1.9081  -0.002
S -1.8932 -3.2271 0.2685  -0.013
C -0.6359 -4.4554 0.3985  -0.007
C -0.9805 -5.8094 0.4835  0.001
C -0.0066 -6.7893 0.5803  0.000
C 1.3418 -6.4523 0.6070  0.000
C 1.7042 -5.1154 0.5276  0.002
C 0.7249 -4.1434 0.4075  -0.004
H -2.0292 -6.0788 0.4724  0.000
H -0.3042 -7.8293 0.6457  0.000
H 2.0989 -7.2192 0.7065  0.000
H 2.7428 -4.8163 0.5871  0.000
H 1.0366 -3.1021 0.3358  0.011
C 3.0293 0.3388 -3.4212  0.001
C 2.1145 1.3966 -2.8610  0.012
C 2.1431 2.6971 -3.3611  -0.009
C 1.3271 3.6635 -2.7884  0.004
C 1.3767 5.0872 -3.2811  0.000
C 0.4489 3.3353 -1.7646  -0.009
C 0.3301 2.0183 -1.2646  -0.040
C 1.2541 1.0976 -1.8240  -0.018
N -0.5567 1.5458 -0.3351  -0.007
C -1.5817 2.4125 0.2516  -0.050
C -0.9602 3.4681 1.1851  0.001
C -2.0496 4.3155 1.8473  -0.001
C -2.9064 4.9834 0.7668  0.000
C -3.5861 3.9167 -0.0983  0.000
C -4.4638 3.0292 0.7857  0.000
C -3.5810 2.3452 1.8309  0.002
C -2.9252 3.4083 2.7156  0.000
C -2.4948 1.5263 1.1246  0.032
C -2.5275 3.0504 -0.7899  -0.001
H 3.5308 0.6945 -4.3212  0.000
H 2.4768 -0.5665 -3.6797  0.000
H 3.7991 0.0601 -2.6990  0.000
H 2.8118 2.9534 -4.1747  0.000
H 2.1211 5.2053 -4.0683  0.000
H 1.6294 5.7737 -2.4703  0.000
H 0.4091 5.3978 -3.6811  0.000
H -0.1481 4.1328 -1.3540  -0.002
H 1.3030 0.0805 -1.4335  0.026
H -0.2631 4.1066 0.6412  0.001
H -0.3773 2.9376 1.9450  -0.003
H -1.5843 5.0835 2.4731  0.000
H -2.2771 5.6260 0.1410  0.000
H -3.6645 5.6248 1.2301  0.000
H -4.2035 4.4039 -0.8597  0.000
H -4.9678 2.2775 0.1704  0.000
H -5.2375 3.6257 1.2818  0.000
H -4.1884 1.6742 2.4459  0.000
H -2.3088 2.9297 3.4824  0.000
H -3.6964 3.9944 3.2272  0.000
H -2.9836 0.7757 0.4883  0.000
H -1.8884 1.0236 1.8874  -0.021
H -1.9958 3.6381 -1.5334  0.000
H -3.0142 2.2325 -1.3310  -0.001

---

[2]
Molecular formula: C3H8N4O
Method: DFT, ωB97M-V/def2-TZVPD

* F_max: 7.86 eV Å⁻¹
* M: 116.12 g/mol
* calculated total energy: -413.09397 hartree
* LUMO level: 0.04 eV
* energy relative to the best compared isomer or geometry (same formula, charge and spin): 845.6 kJ/mol

Last column: natural (NBO) charge in e.
Positions of all 16 atoms, in Å:
C 0.5885 -0.4519 0.9937  0.051
C 0.1331 0.9123 0.4410  -0.019
C -0.7770 0.6615 -0.7330  -0.044
H 1.2393 -0.4694 -1.5301  0.362
H 2.1666 -1.6771 -1.2254  0.375
H 0.2960 -0.6773 2.0769  0.194
H -0.5317 1.2923 1.3475  0.177
H 2.0677 0.9555 0.0328  0.510
H -0.5343 1.0817 -1.6350  0.194
H -2.6464 -1.7204 -0.2983  0.374
H -1.9004 -0.4952 1.4522  0.251
N 1.8334 -0.7892 -0.8100  -0.727
N 1.2510 -1.4001 0.4020  -0.238
N -1.8498 -0.0500 -0.6932  -0.237
N -2.5372 -0.4451 0.2898  -0.510
O 1.1618 1.7212 0.1561  -0.711

---

[3]
Molecular formula: C31H34Cl2F4O2
Method: DFT, ωB97M-V/def2-TZVPD

* F_max: 4.79 eV Å⁻¹
* M: 585.51 g/mol
* calculated total energy: -2671.87265 hartree
* LUMO level: 0.33 eV
* energy relative to the best compared isomer or geometry (same formula, charge and spin): 255.9 kJ/mol
* SMILES string: Fc1ccccc1.Fc1ccccc1.Fc1ccccc1.Fc1ccccc1.CC(C)=O.CC(C)=O.ClCCl

Last column: Löwdin charge in e.
Positions of all 73 atoms, in Å:
F 0.4827 4.5847 -3.4901  0.071
C 1.0811 4.6026 -4.6734  -0.276
C 2.4805 4.4025 -4.7436  -0.023
C 3.1084 4.3302 -5.9346  -0.102
C 2.3066 4.3786 -7.0481  -0.113
C 0.9491 4.5144 -6.9976  -0.098
C 0.3050 4.7155 -5.8087  -0.017
H 3.1459 4.5696 -3.9095  0.115
H 4.1773 4.2296 -6.0522  0.111
H 2.7821 4.3633 -8.0177  0.102
H 0.3947 4.6372 -7.9164  0.109
H -0.7401 4.9857 -5.7746  0.120
F -6.3930 -3.2136 3.6891  0.056
C -5.9406 -3.6545 4.8903  -0.271
C -4.5962 -3.5314 5.2969  0.006
C -4.1473 -4.0703 6.5308  -0.078
C -5.0390 -4.7708 7.2800  -0.128
C -6.3492 -4.9124 6.8894  -0.090
C -6.7865 -4.3386 5.7147  -0.035
H -3.9668 -2.9113 4.6758  0.108
H -3.2341 -3.7777 7.0277  0.105
H -4.8860 -5.1013 8.2967  0.103
H -6.9942 -5.4151 7.5949  0.106
H -7.8500 -4.2843 5.5345  0.117
F 1.3046 -1.5785 -5.8597  0.029
C 2.3473 -2.4087 -5.5237  -0.249
C 2.1105 -3.7121 -5.0590  -0.007
C 3.2496 -4.3721 -4.5894  -0.084
C 4.5557 -3.8655 -4.7612  -0.094
C 4.7440 -2.6286 -5.3566  -0.095
C 3.6313 -1.8971 -5.6918  -0.032
H 1.1416 -4.0501 -4.7224  0.113
H 3.2022 -5.4320 -4.3871  0.099
H 5.4770 -4.4039 -4.5943  0.097
H 5.7308 -2.1953 -5.4267  0.106
H 3.7032 -0.9498 -6.2056  0.116
F -3.2677 2.3178 6.5149  0.061
C -2.1714 2.8148 5.9167  -0.298
C -2.2087 3.1452 4.5958  -0.026
C -1.0968 3.6951 4.0381  -0.112
C 0.0674 3.8395 4.7370  -0.106
C 0.1976 3.3147 6.0258  -0.053
C -0.9876 2.8224 6.6255  -0.009
H -3.0706 3.1565 3.9450  0.121
H -1.1656 4.1425 3.0576  0.108
H 0.8152 4.4735 4.2840  0.101
H 1.1057 3.4403 6.5968  0.100
H -1.0874 2.4634 7.6392  0.114
C -7.6763 1.6799 -0.3679  -1.012
Cl -9.1698 2.6390 -0.2480  0.479
Cl -7.9269 0.3563 -1.5205  0.479
H -6.8936 2.3067 -0.7954  0.023
H -7.4220 1.2334 0.5934  0.030
C -2.3892 0.3441 -2.2376  -0.022
C -1.9184 0.0888 -0.8137  -0.533
O -2.6905 -0.0741 0.0865  0.085
C -0.4583 0.0549 -0.6628  -0.034
H -2.4797 1.4080 -2.4568  0.086
H -3.4240 0.0027 -2.2092  0.074
H -1.9203 -0.2752 -3.0022  0.081
H 0.0754 -0.7604 -1.1512  0.090
H -0.2683 -0.0491 0.4055  0.084
H -0.0078 1.0040 -0.9531  0.090
C 8.1909 -1.9427 1.8260  -0.033
C 6.8759 -1.3765 1.5449  -0.559
O 6.2663 -0.9252 2.4253  0.112
C 6.3098 -1.4757 0.1146  -0.015
H 8.2156 -3.0295 1.7472  0.097
H 8.6602 -1.4722 2.6900  0.093
H 8.8225 -1.5893 1.0110  0.078
H 5.4118 -0.8790 -0.0453  0.080
H 6.0913 -2.4827 -0.2406  0.078
H 7.1073 -1.2506 -0.5935  0.069

---

[4]
Molecular formula: IPS
Method: DFT, ωB97M-V/def2-TZVPD

* F_max: 2.26 eV Å⁻¹
* M: 189.94 g/mol
* calculated total energy: -1037.16720 hartree
* LUMO level (spin up / spin down): -1.42 / -3.31 eV
* energy relative to the best compared isomer or geometry (same formula, charge and spin): 222.5 kJ/mol

Last column: natural (NBO) charge in e.
Positions of all 3 atoms, in Å:
P -1.8475 -0.9885 0.8370  0.315
S -0.3436 -0.3611 1.9219  -0.314
I 2.1911 1.3496 -2.7589  0.000